1.
64
Properties=species:S:1:pos:R:3 method="wB97M-V/def2-TZVPD" e_above_lowest_ev=0.0000 charge=+1 orbital_gap_ha=0.27846
Zr 0.099 0.331 -1.960
S -2.844 3.474 -2.691
P -0.433 -1.077 0.390
P -0.500 1.773 0.687
N -0.018 -3.496 -3.983
N -0.285 -2.794 -1.951
N 0.588 2.007 -4.913
N 0.040 -1.708 -2.709
N -0.291 0.244 1.437
N 0.356 0.926 -5.657
N -1.705 0.955 -2.592
N 1.089 1.675 -3.763
N 0.450 -1.430 -5.082
N -0.318 -3.821 -2.705
N 1.241 0.320 -3.740
C 1.140 2.014 -0.118
C 1.907 -2.614 0.351
C 1.339 3.206 -0.831
C -3.143 -0.956 0.952
C -4.414 -1.487 1.106
C 2.608 -3.986 2.193
C -0.399 4.528 4.331
C 0.718 2.953 2.903
C 0.690 -0.105 -4.889
C 2.833 -3.471 0.924
C 0.726 3.774 4.017
C 2.124 1.011 -0.188
C -1.534 4.466 3.537
C -0.427 2.883 2.108
C -2.204 2.058 -2.640
C 0.192 -2.207 -3.963
C 0.525 -2.799 2.319
C -1.551 3.642 2.420
C 0.753 -2.268 1.050
C -2.075 -1.792 0.633
C -2.283 -3.162 0.467
C 3.280 1.215 -0.949
C 1.454 -3.654 2.890
C 2.514 3.419 -1.530
C -3.556 -3.684 0.626
C -4.619 -2.849 0.943
C 3.479 2.421 -1.600
H 0.102 -1.751 -5.972
H 4.028 0.435 -1.002
H 2.022 0.108 0.401
H -3.717 -4.746 0.497
H 1.274 -4.070 3.872
H 2.068 -2.245 -0.655
H -5.243 -0.838 1.355
H -2.987 0.109 1.077
H 1.609 3.833 4.638
H -5.612 -3.260 1.068
H -2.431 3.592 1.791
H 2.664 4.352 -2.055
H -1.456 -3.809 0.210
H 3.329 -4.661 2.635
H -0.287 0.171 2.446
H 3.722 -3.751 0.375
H 0.569 3.971 -0.821
H 4.381 2.581 -2.175
H -0.387 5.172 5.200
H 1.598 2.372 2.648
H -2.404 5.059 3.783
H -0.389 -2.561 2.853

2.
53
Properties=species:S:1:pos:R:3 method="wB97M-V/def2-TZVPD" e_above_lowest_ev=2.6961 orbital_gap_ha=0.14308
S 2.000 2.153 0.082
O 2.177 2.815 -1.190
O 1.408 2.839 1.207
O 0.095 -0.786 1.302
C -4.091 -0.483 0.328
C -0.411 -4.942 0.314
C 3.688 1.861 0.646
C -2.816 2.272 1.988
C -1.852 1.278 1.825
C 0.129 0.294 0.678
C -2.953 -1.224 0.038
C -2.280 -1.076 -1.206
C -0.817 -3.632 0.078
C 0.089 -3.783 -2.176
C -0.981 1.311 0.730
C 4.004 1.961 2.010
C 6.362 2.022 1.431
C -2.877 -0.196 -2.158
C -2.138 3.277 -0.108
C 1.247 0.627 -0.162
C 0.480 -5.093 -1.935
C -4.034 0.507 -1.876
C 4.698 1.731 -0.309
C -0.614 -3.018 -1.193
C -1.065 -1.723 -1.581
C 5.347 2.064 2.394
C -2.916 3.309 1.052
C 6.038 1.820 0.085
C -1.186 2.265 -0.277
C -4.644 0.383 -0.619
C 0.225 -5.689 -0.689
H 6.817 1.756 -0.672
H -0.580 -5.386 1.296
H 7.406 2.142 1.724
H 1.915 -0.141 -0.521
H -2.256 4.036 -0.885
H 4.436 1.599 -1.358
H -1.231 -3.047 0.895
H -4.534 -0.554 1.322
H -1.741 0.460 2.540
H 0.540 -6.711 -0.497
H 0.284 -3.310 -3.142
H -0.529 -1.267 -2.417
H -5.526 0.973 -0.375
H -0.608 2.216 -1.200
H 3.202 1.991 2.747
H 0.994 -5.655 -2.716
H -2.381 -0.086 -3.126
H -2.537 -1.868 0.804
H -3.629 4.122 1.215
H -3.491 2.217 2.842
H 5.599 2.198 3.445
H -4.463 1.173 -2.628

3.
67
Properties=species:S:1:pos:R:3 method="wB97M-V/def2-TZVPD" s_squared=2.0138 e_above_lowest_ev=0.0000 charge=+1 spin_multiplicity=3 orbital_gap_ha="0.24867 / 0.25771"
W 0.400 0.829 0.282
Cl 1.560 -0.127 2.172
S -2.209 -4.467 1.265
S -3.824 -0.453 2.062
S -2.074 3.309 -2.849
S 0.474 -3.147 1.238
O 3.014 -1.681 -1.839
O 3.096 3.546 1.985
N 0.577 2.896 -2.586
N -0.912 1.866 -1.092
N -1.623 0.351 1.016
N -0.322 -0.966 -1.056
N 1.964 0.211 -0.999
N -0.239 2.527 1.792
N -1.354 -0.892 2.993
N -0.159 -5.511 0.176
N 1.921 2.295 0.425
C -1.102 -6.610 0.032
C -0.650 2.651 -2.122
C 4.086 0.882 -2.154
C 0.826 3.099 2.360
C 2.095 2.988 1.588
C -2.280 1.763 -0.856
C 3.074 1.066 -1.211
C -0.781 -3.187 -2.699
C -1.832 -2.477 -2.140
C -0.459 4.111 4.081
C 4.992 3.036 -1.564
C 0.676 -1.654 -1.617
C -0.510 -4.412 0.847
C 3.030 2.227 -0.454
C -3.906 0.572 0.672
C -1.438 2.833 2.316
C 0.503 -2.763 -2.423
C 0.773 3.869 3.506
C 5.038 1.873 -2.322
C -2.669 0.905 0.265
C -3.054 2.472 -1.697
C 3.991 3.222 -0.627
C -1.586 3.618 3.441
C -2.464 -6.130 0.569
C -2.093 -0.360 2.037
C 2.035 -1.066 -1.468
C -1.564 -1.395 -1.325
H -2.862 -2.751 -2.320
H -1.762 -1.527 3.658
H -2.317 2.458 1.820
H 1.701 4.264 3.893
H -2.581 3.831 3.805
H 0.722 3.571 -3.316
H -1.178 -6.893 -1.018
H -0.751 -7.478 0.591
H 1.393 2.574 -2.079
H -2.392 -0.880 -0.875
H 1.389 -3.239 -2.817
H -4.852 0.856 0.243
H 0.816 -5.624 -0.061
H -2.832 -6.781 1.357
H 4.136 -0.024 -2.733
H -3.212 -6.071 -0.217
H -0.546 4.696 4.986
H 5.744 3.803 -1.696
H -0.962 -4.037 -3.343
H -0.337 -0.873 2.891
H -4.127 2.560 -1.715
H 5.826 1.729 -3.049
H 3.961 4.117 -0.028

4.
97
Properties=species:S:1:pos:R:3 method="wB97M-V/def2-TZVPD" orbital_gap_ha=0.32778
P -0.279 5.022 -5.511
F 0.691 -3.722 0.055
F -5.861 5.285 -0.875
F -2.291 3.669 -2.290
F -5.342 3.740 1.258
F 3.428 -5.561 2.821
F -6.247 0.155 3.216
F 4.681 -1.711 1.010
F 2.732 -7.591 3.220
F 6.133 5.147 -3.684
F -0.593 -6.953 6.516
F -5.887 0.006 5.361
F -0.772 -6.390 4.434
F 0.684 -0.871 0.078
F 2.270 5.762 -4.495
F -2.207 0.192 -1.788
F 8.254 4.914 -6.472
F -4.682 -2.286 6.188
F -3.948 1.339 -2.378
F 4.757 -2.503 -1.550
F -1.232 -1.836 0.476
F 6.712 6.419 -6.141
F -4.007 0.273 7.267
F -5.016 3.811 -2.239
F -3.990 -1.260 3.686
F -4.400 -2.190 8.353
F 2.056 -6.626 0.777
F -3.557 4.292 0.133
F 3.188 -1.045 -1.147
F 2.644 -2.445 1.257
F 0.347 -8.939 3.785
F 8.185 5.827 -3.954
F -1.528 -8.961 4.906
F -3.670 0.669 2.720
F -0.752 -3.623 -1.563
F -1.688 2.108 -3.692
F 4.125 3.800 -4.856
F 4.222 6.661 -4.892
F 2.710 3.929 -6.490
F 0.275 -6.879 2.008
F -2.179 -0.628 7.998
O 1.241 -2.789 -1.915
O -2.485 -0.560 5.828
O -0.986 3.792 -6.367
O 4.737 4.687 -6.835
O -2.967 1.697 -0.392
O 1.252 -6.775 5.345
C -4.004 0.068 3.906
C 3.544 -2.332 -0.952
C -5.424 0.545 4.220
C -0.070 -7.155 5.287
C 3.776 -2.600 0.538
C -2.779 1.426 -1.724
C -3.125 -0.715 7.038
C 2.318 -6.313 3.096
C 6.047 4.199 -6.593
C 3.742 4.564 -5.892
C -1.816 2.415 -2.383
C 3.229 5.932 -5.435
C 7.042 5.136 -5.886
C 1.407 -6.165 1.878
C 0.258 -2.956 -0.968
C -2.717 6.415 -4.460
C -0.294 -1.619 -0.476
C 1.784 -5.813 4.449
C -4.244 2.033 0.129
C -0.215 -8.646 4.972
C -4.659 3.513 0.097
C -2.890 0.434 4.902
C -1.728 5.842 -4.841
C -3.770 -2.098 7.161
C 2.564 -3.257 -1.695
C -5.588 3.967 -1.030
C 7.263 4.935 -4.385
H 0.262 -9.246 5.749
H -5.026 1.382 -0.262
H -4.161 1.786 1.182
H 6.459 4.060 -7.592
H 1.154 -5.117 1.712
H 1.117 -4.958 4.330
H -3.611 6.979 -4.329
H -3.010 -2.880 7.092
H -0.738 -1.056 -1.293
H 6.032 3.207 -6.140
H 4.167 -3.609 0.695
H 7.633 3.927 -4.179
H 2.972 -3.349 -2.700
H -5.460 1.635 4.294
H 2.661 -5.432 4.970
H -1.945 3.878 -6.399
H -3.079 1.391 5.389
H -0.835 2.375 -1.904
H -2.005 0.588 4.284
H -6.531 3.414 -1.002
H 0.149 5.998 -6.461
H 2.573 -4.266 -1.279
H 2.812 6.486 -6.280

5.
69
Properties=species:S:1:pos:R:3 method="wB97M-V/def2-TZVPD" s_squared=0.8814 e_above_lowest_ev=0.2274 spin_multiplicity=2 orbital_gap_ha="0.13939 / 0.15060"
Ir 1.124 0.036 0.028
S 2.565 -1.769 -0.391
P 2.937 2.858 -1.207
F 4.379 2.300 -1.708
F 2.476 1.161 -1.166
F 1.457 3.208 -0.677
F -5.689 -1.935 -0.551
F 3.398 4.364 -1.244
F 2.419 2.871 -2.703
F -3.927 2.979 2.688
F 3.429 2.662 0.307
O 1.162 1.602 1.810
O -2.281 4.474 1.017
O 0.877 -1.960 2.993
O -0.155 -0.884 1.313
N -0.790 1.244 2.908
N 4.688 -0.070 0.091
N 4.503 -1.643 1.548
N -0.552 3.056 1.475
C -1.233 0.391 -4.147
C -3.261 1.164 -2.986
C 0.680 -0.290 -2.854
C -3.964 1.393 -1.841
C -1.931 0.674 -2.950
C -3.712 -2.557 0.550
C -1.873 3.505 1.597
C -1.672 -2.773 -0.754
C -2.367 -2.832 0.484
C -3.364 1.130 -0.591
C 0.238 -1.030 2.547
C -2.404 -2.428 -1.921
C -0.302 -3.004 -0.813
C 4.017 -2.817 2.264
C -1.306 0.443 -1.693
C -4.376 -2.218 -0.622
C -2.114 1.591 3.103
C -0.001 1.953 2.052
C 0.039 -0.096 -4.094
C 0.049 -0.020 -1.665
C -2.078 0.674 -0.522
C -2.648 2.655 2.502
C -3.751 -2.158 -1.858
C 5.691 0.126 1.004
C -0.202 0.065 3.532
C 5.587 -0.871 1.911
C 3.951 -1.141 0.427
H 0.260 -3.256 0.074
H -1.812 -3.090 1.377
H 0.678 0.353 4.105
H 1.707 -0.632 -2.851
H -1.877 -2.355 -2.865
H 0.038 3.525 0.792
H -2.692 0.960 3.762
H -3.936 1.284 0.316
H 4.405 -3.725 1.805
H -1.724 0.571 -5.096
H 6.175 -1.095 2.783
H -1.647 0.429 0.438
H 4.359 -2.751 3.294
H 2.930 -2.823 2.243
H -0.930 -0.357 4.223
H -3.712 1.351 -3.954
H 0.579 -0.314 -5.007
H 6.372 0.953 0.934
H -4.978 1.767 -1.884
H -4.263 -2.592 1.480
H 0.218 -2.970 -1.761
H 4.457 0.558 -0.671
H -4.321 -1.873 -2.732

6.
57
Properties=species:S:1:pos:R:3 method="wB97M-V/def2-TZVPD" charge=+2 orbital_gap_ha="0.23197 / 0.23199"
Mo -0.667 0.784 0.870
Ge -0.717 -0.700 -1.497
S -2.800 0.324 1.727
O -0.052 2.535 0.874
N -0.377 1.116 2.959
N -3.166 -0.592 4.195
N -1.156 0.449 3.829
C -1.542 0.984 -0.831
C 0.869 3.224 1.498
C 1.901 0.668 -1.472
C 2.926 4.596 2.802
C -0.655 -3.585 1.770
C 2.488 5.007 1.539
C -1.828 -0.791 -4.105
C -3.501 -2.979 -3.852
C -1.898 -1.482 -2.899
C -3.422 -2.306 -5.059
C 0.547 1.857 3.513
C 3.860 -0.079 -2.632
C 0.230 -3.040 2.693
C 1.184 -0.414 -1.984
C 0.465 -1.124 1.282
C 1.469 4.340 0.896
C -2.736 -2.578 -2.769
C -2.307 0.054 3.419
C 0.792 -1.798 2.457
C 3.238 0.835 -1.796
C -2.581 -1.211 -5.186
C 2.335 3.529 3.431
C -0.458 -1.638 0.346
C 1.294 2.823 2.803
C -1.026 -2.880 0.637
C 1.821 -1.324 -2.822
C 3.155 -1.154 -3.147
H 1.116 4.644 -0.078
H -4.161 -3.825 -3.748
H 0.660 1.797 4.594
H 1.067 -0.193 1.003
H 2.953 5.859 1.068
H -4.119 -0.721 3.889
H -2.802 -3.124 -1.841
H -1.053 -4.573 1.934
H -1.170 0.068 -4.195
H 0.494 -3.586 3.584
H -2.503 -0.685 -6.125
H 4.893 0.062 -2.902
H -2.323 1.411 -1.448
H 1.484 -1.372 3.171
H -2.954 -0.712 5.176
H 2.652 3.220 4.416
H 1.391 1.439 -0.875
H 3.797 1.680 -1.418
H -1.727 -3.324 -0.054
H 1.265 -2.157 -3.229
H 3.721 5.133 3.294
H 3.643 -1.857 -3.801
H -4.009 -2.633 -5.904

7.
63
Properties=species:S:1:pos:R:3 method="wB97M-V/def2-TZVPD" s_squared=0.7671 charge=-1 spin_multiplicity=2 orbital_gap_ha="0.16358 / 0.26891"
Pb -0.108 0.327 -0.656
I -2.500 0.593 -2.828
O 0.522 -2.178 0.053
O 1.092 -3.480 1.780
O 0.451 -2.032 5.849
O 1.026 -3.447 4.238
O -2.531 -0.671 1.038
N -2.026 1.820 -0.116
N 0.077 -0.075 1.749
N -0.282 0.672 2.789
N 0.795 2.568 -0.705
N -3.335 -1.497 0.490
N 2.534 0.406 -0.394
C 0.283 -1.260 3.639
C -3.048 1.663 -0.981
C -0.182 0.002 3.944
C 2.434 4.094 -0.315
C 3.477 -0.695 -0.336
C -4.673 -1.355 0.650
C 0.709 -2.398 1.269
C 5.961 -1.636 -3.063
C -2.184 2.821 0.803
C -4.231 2.353 -0.954
C 5.421 -1.322 -1.823
C 3.812 -1.318 -4.072
C -2.864 -2.522 -0.266
C -5.095 -3.302 -0.681
C 5.159 -1.630 -4.194
C -3.723 -3.422 -0.850
C -3.366 3.478 0.990
C 2.960 1.599 -0.198
C -4.462 3.206 0.135
C 4.073 -1.007 -1.692
C 0.416 -1.262 2.227
C 1.268 4.777 -0.666
C 3.274 -1.012 -2.833
C 0.296 3.800 -0.894
C 2.114 2.733 -0.355
C -5.560 -2.239 0.084
C 0.594 -2.288 4.669
H -0.446 0.420 4.899
H -0.731 3.949 -1.191
H 4.292 -0.494 0.371
H -3.313 -4.237 -1.431
H 2.221 -0.780 -2.736
H -0.686 1.579 2.619
H -5.783 -4.011 -1.117
H 1.129 5.843 -0.760
H 4.007 1.788 0.067
H 1.069 -3.485 3.202
H -5.422 3.684 0.277
H 5.580 -1.873 -5.162
H -4.965 2.208 -1.736
H -1.288 3.109 1.349
H -3.450 4.222 1.773
H -1.785 -2.577 -0.346
H 6.060 -1.334 -0.947
H 7.012 -1.884 -3.146
H 3.396 4.516 -0.063
H -6.620 -2.104 0.249
H 3.177 -1.318 -4.949
H 2.935 -1.578 0.006
H -4.969 -0.509 1.251

no.,calculated total energy (Eh)
1,-2772.2079
2,-1665.8249
3,-3806.0431
4,-5830.0253
5,-3205.6628
6,-3824.8452
7,-2238.0099